ORCA calculation (ωB97M-V/def2-TZVPD) on C3LiO6Y as an isolated structure in a non-equilibrium geometry.

```
! wB97M-V def2-TZVPD RIJCOSX def2/J DEFGRID3
* xyz 1 2
Y -1.07305 0.72160 2.77502
O -0.26274 2.74271 1.39712
O -0.64877 -3.24884 0.05188
O 0.56492 -2.44798 -1.65329
O 1.11179 3.67942 -0.21383
O -1.00545 -0.65130 0.91471
O 0.23642 0.03169 -0.80125
C 0.43182 3.14922 0.54979
C -0.12413 -2.34457 -0.59768
C -0.31983 -0.85498 -0.12010
Li 1.08902 -0.77696 -2.30235
*
```

Summary:
- Orbital gap (alpha / beta): 5.93 / 5.60 eV
- Highest occupied orbital energy (alpha / beta): -11.48 / -11.48 eV
- Expectation value of S²: 0.75
- Energy above the lowest of the compared OMol25 structures with the same formula, charge and spin: 0.3612 eV

These are the Mulliken partial charges, in e, on atoms 1 to 2: 1.453 -0.444

ORCA calculation (ωB97M-V/def2-TZVPD) on ClN2O5S as an isolated structure in a non-equilibrium geometry.

```
! wB97M-V def2-TZVPD RIJCOSX def2/J DEFGRID3
* xyz -1 1
Cl -1.98404 1.20182 -1.21949
S -0.93787 -0.58828 0.38514
O 0.81714 -0.77871 -0.01222
O 1.64409 0.79845 1.22629
O 1.39393 1.12384 -0.94152
O -1.01734 -1.00810 1.78229
O -1.45522 -1.50459 -0.58881
N -1.14908 0.95843 0.25510
N 1.28737 0.53498 0.10230
*
```

Summary:
- Orbital gap: 8.89 eV
- Highest occupied orbital energy: -5.22 eV
- Energy above the lowest of the compared OMol25 structures with the same formula, charge and spin: 1.4528 eV

These are the Mulliken partial charges, in e, on atoms 1 to 2: -0.173 1.059

ORCA calculation (ωB97M-V/def2-TZVPD) on C20H33N6O3PW as an isolated structure in a non-equilibrium geometry.

```
! wB97M-V def2-TZVPD RIJCOSX def2/J DEFGRID3
* xyz 4 3
W -1.46887 -2.01981 -1.80653
P 1.20325 1.38842 1.81507
O -1.11608 1.47394 -1.21217
O -1.24626 -1.94820 1.64572
O 0.88038 0.19943 0.98993
N 1.82849 0.93587 3.30845
N -3.51322 -0.65000 -1.39472
N -0.10449 2.39411 2.17690
N 1.17697 -0.12479 -2.73548
N 0.26163 -2.65621 -0.66146
N 2.30339 2.43165 1.07333
C -0.12686 3.80649 1.81801
C -4.50354 -0.49094 -0.79480
C -1.74240 -1.79700 -3.90831
C -1.78582 -4.07730 -2.25916
C -5.69754 -0.09171 -0.06726
C -0.98547 0.32858 -1.08743
C -0.56540 -2.51311 -3.68591
C -0.56621 -3.61145 -2.81826
C 2.33394 -0.42461 3.48990
C 1.81084 1.53148 -4.64536
C 1.95296 -4.09918 0.73080
C 1.04628 -3.33088 -0.09635
C 3.50921 2.86830 1.79005
C 1.32971 0.61450 -3.62988
C 1.49811 1.65723 4.52649
C -1.42347 1.75324 2.25803
C 2.51112 2.37765 -0.37104
C -2.95187 -2.23750 -3.34091
C -2.96554 -3.36259 -2.48491
C -1.70688 -1.71310 0.59714
H 1.80511 1.70153 -0.84870
H -6.30462 0.61451 -0.67794
H 3.50948 3.96723 1.92105
H -2.17914 2.52760 2.45931
H 2.22905 2.45206 4.72999
H -5.43690 0.40202 0.89385
H 2.39470 3.38444 -0.79063
H 2.90885 1.44124 -4.72791
H 1.54775 2.55802 -4.35492
H -1.44541 1.00725 3.07251
H 2.07706 -1.05011 2.62568
H 1.89445 -0.86681 4.39283
H 0.50470 2.11268 4.43093
H 0.35255 -4.11852 -2.61557
H 3.58142 2.38486 2.78234
H 2.04266 -3.61385 1.71976
H 3.52921 2.02850 -0.57323
H 0.35556 -2.19180 -4.14711
H 1.34976 1.30906 -5.61865
H 2.95463 -4.17911 0.26841
H -1.68247 1.24658 1.30797
H -3.86564 -1.69325 -3.54154
H 3.42766 -0.42056 3.60342
H 1.54709 -5.11767 0.86821
H 1.49823 0.95538 5.36722
H -1.82941 -4.99794 -1.70399
H 4.39986 2.59416 1.19233
H 0.81997 4.07568 1.34352
H -0.25475 4.42718 2.71420
H -0.94484 4.03243 1.12250
H -6.31588 -0.98485 0.15354
H -3.88627 -3.64847 -2.00809
H -1.76076 -0.95198 -4.58117
*
```

Summary:
- Orbital gap (alpha / beta): 5.21 / 4.14 eV
- Highest occupied orbital energy (alpha / beta): -19.59 / -18.91 eV
- Expectation value of S²: 2.01
- Energy above the lowest of the compared OMol25 structures with the same formula, charge and spin: 0.2340 eV

These are the Mulliken partial charges, in e, on atoms 1 to 2: 2.026 0.098